(1)
Formula: C22H23Br6N5O10
Source: the Open Molecules 2025 dataset
Level of theory: ωB97M-V/def2-TZVPD

Values from the calculation:
**Largest force on an atom**: 0.039 hartree/bohr
**E_HOMO**: -0.350 Eh
**Net charge**: 0
**HOMO-LUMO gap**: 8.1 eV
**Relative energy (zero: lowest compared OMol25 entry of this formula, charge and spin)**: 0.0000 eV
**Lowest unoccupied orbital energy**: -1.4 eV

Atoms and positions in Å:
Br -0.43 2.69 -2.43
Br -3.25 1.42 -3.36
Br -2.17 2.55 5.34
Br -2.86 0.07 3.44
Br -0.62 2.19 2.56
Br -2.96 3.14 -0.59
O 4.25 1.33 -3.10
O 2.88 -0.98 3.91
O 5.89 1.29 -1.69
O 3.02 0.66 2.56
O -1.17 -0.36 0.19
O -2.34 -2.82 -6.37
O -1.04 -1.94 -7.83
O -5.80 -3.62 -2.80
O 0.92 -0.12 -0.23
O -3.81 -2.83 -3.12
N 4.72 1.17 -1.97
N -4.89 -2.84 -2.56
N 3.32 0.12 3.60
N -1.40 -2.13 -6.69
N 0.01 -0.57 0.45
C -6.64 -0.81 0.05
C 4.62 0.20 5.70
C 4.09 0.83 4.58
C -5.56 -0.09 0.57
C 5.73 2.22 6.33
C 5.39 0.90 6.61
C 4.45 2.15 4.33
C 0.50 -0.79 -5.83
C -1.45 1.27 4.04
C -1.13 -1.61 -4.28
C -4.27 -0.28 0.10
C 0.32 -1.33 1.66
C 0.78 -0.44 -3.48
C 3.73 0.86 -0.92
C -2.12 1.88 -1.83
C 5.22 2.87 5.24
C 1.26 -0.33 -4.76
C -6.43 -1.70 -0.98
C -5.15 -1.85 -1.51
C -0.66 -1.52 -5.58
C -0.46 -1.03 -3.22
C -4.07 -1.18 -0.95
H 2.18 0.19 -4.96
H 4.15 2.61 3.40
H 4.26 0.92 0.03
H -0.65 0.71 4.50
H 2.89 1.55 -0.88
H -3.06 -1.37 -1.29
H -0.88 -1.08 -2.23
H 0.84 -0.69 -6.85
H -5.71 0.70 1.29
H 5.66 0.42 7.53
H -1.91 1.00 -1.24
H -0.37 -2.16 1.68
H 1.37 -0.11 -2.64
H 3.43 -0.17 -1.12
H 0.19 -0.67 2.51
H 5.49 3.90 5.04
H 6.39 2.73 7.02
H -3.53 0.40 0.49
H -7.64 -0.55 0.39
H 1.36 -1.64 1.62
H 4.42 -0.85 5.89
H -2.05 -2.14 -4.06
H -7.26 -2.33 -1.28

(2)
Formula: C52H78O39
Source: the Open Molecules 2025 dataset
Level of theory: ωB97M-V/def2-TZVPD

Values from the calculation:
**Largest force on an atom**: 0.084 hartree/bohr
**E_HOMO**: -0.390 Eh
**Net charge**: 0
**HOMO-LUMO gap**: 10.2 eV
**Relative energy (zero: lowest compared OMol25 entry of this formula, charge and spin)**: 4.3205 eV
**Lowest unoccupied orbital energy**: -0.4 eV

Atoms and positions in Å:
O 0.71 -4.63 4.23
O 0.37 3.72 0.60
O 2.09 -1.31 2.09
O 6.69 -0.62 1.65
O 8.82 -1.11 1.43
O 1.36 2.40 -3.60
O -2.26 -5.30 -2.81
O 0.28 4.28 -3.99
O -6.05 0.73 -1.82
O 4.85 -3.40 -2.64
O 0.86 -6.37 2.87
O 0.68 -1.50 0.36
O -2.57 -0.70 -5.49
O 4.23 0.29 6.04
O -1.61 -6.40 -0.99
O 5.42 -4.98 -4.17
O -2.92 -1.02 -3.36
O -5.10 5.28 3.51
O 2.50 -5.90 4.38
O -6.50 -4.08 2.47
O -0.49 2.89 -2.41
O -3.80 -6.25 -1.41
O -4.41 1.60 -3.00
O -4.10 3.25 3.67
O -0.93 -0.22 -3.99
O 4.39 -1.79 5.34
O 0.81 5.78 -0.31
O 1.06 3.69 4.88
O 6.23 -0.70 6.09
O -0.48 2.71 6.13
O -1.25 5.00 -0.18
O 1.93 0.29 0.52
O -5.10 2.74 -1.26
O 0.43 1.71 4.31
O 8.08 0.91 0.78
O -4.91 -2.59 1.77
O -7.02 -2.44 1.04
O -3.19 4.83 2.45
O 4.11 -3.24 -4.72
C -4.03 -0.83 -5.40
C -6.20 -3.12 1.86
C 2.08 5.69 -4.77
C 5.74 -2.82 1.78
C -1.35 6.16 -1.00
C 1.62 3.51 3.56
C -0.57 -4.67 3.64
C 2.19 3.16 -4.45
C 1.16 0.61 -0.62
C 5.06 -0.76 5.84
C -2.04 -0.57 -4.27
C 3.57 -2.13 -4.05
C -5.23 1.60 -1.96
C 1.32 1.97 3.27
C 1.47 -5.64 3.83
C -6.31 -1.34 0.49
C -0.84 -5.17 -2.81
C -0.28 -3.79 -2.46
C 3.71 -2.50 -2.55
C -0.49 -6.29 -1.84
C 1.33 4.36 -4.96
C -4.34 -1.83 -6.52
C 6.80 -1.92 2.35
C -2.36 7.05 -0.29
C -2.24 3.79 2.44
C -3.97 3.45 -1.72
C -4.29 -2.36 -0.63
C 4.11 -1.36 -1.68
C -2.65 1.29 2.94
C 8.26 -2.27 2.02
C 0.34 -0.74 -0.80
C 0.06 4.73 0.05
C -0.36 -5.70 2.52
C -3.38 2.60 -2.89
C -2.80 2.71 3.42
C 0.06 6.78 -1.01
C -3.33 3.34 -4.23
C -4.09 -1.43 -3.99
C 4.84 -3.98 -3.90
C -4.22 4.52 3.28
C 3.16 3.73 3.71
C 0.21 2.72 5.15
C 2.99 -1.54 5.42
C 0.30 3.15 -3.26
C 1.64 -0.93 1.05
C 2.85 -0.10 5.97
C -2.69 -6.01 -1.76
C 2.41 -2.58 6.33
C 7.90 -0.14 1.30
C -1.13 -0.45 -0.91
C -4.84 -1.72 0.66
C -1.01 -3.31 3.17
H 2.68 -1.60 4.38
H -2.29 2.74 4.39
H -2.11 3.46 1.41
H 0.94 4.13 -5.95
H -1.58 -0.36 0.09
H -1.64 -1.37 -1.20
H 4.18 -1.61 -0.63
H -4.22 -2.51 -4.12
H 0.41 -6.10 -1.26
H 1.35 6.45 -4.49
H 0.89 2.07 2.27
H -1.28 -2.55 3.90
H 5.78 -3.87 2.05
H -6.52 -0.36 0.92
H -3.03 0.53 3.63
H 3.51 2.80 4.17
H -2.46 2.07 -2.70
H 2.49 -2.04 -4.17
H 2.46 -2.47 7.42
H 4.94 -0.89 -2.20
H -0.35 -3.48 -1.42
H -1.70 5.90 -2.00
H -4.41 0.19 -5.41
H 1.08 4.21 2.93
H -4.89 -3.20 -0.99
H 0.43 6.96 -2.02
H -0.50 -5.40 -3.81
H 8.78 -2.50 2.95
H 5.60 -2.73 0.70
H -3.19 2.67 -5.07
H -3.44 6.87 -0.30
H -4.25 -1.53 -1.33
H 8.38 -3.12 1.36
H -1.19 -6.35 2.24
H -3.04 1.02 1.96
H -1.78 -3.27 2.40
H -2.23 7.23 0.78
H 0.09 7.70 -0.43
H -3.29 -2.72 -0.39
H 1.31 -2.60 6.32
H 2.54 2.54 -5.28
H 4.09 -1.22 -4.34
H -4.24 4.45 -2.07
H 3.72 3.70 2.78
H 1.69 0.92 -1.52
H 3.07 3.51 -3.91
H -0.18 -2.81 2.66
H -2.50 4.04 -4.24
H -2.31 8.03 -0.79
H 3.31 -0.62 -1.81
H -1.59 1.10 2.80
H -4.95 -1.03 -3.45
H 2.27 1.43 3.26
H -1.35 0.35 -1.60
H 2.92 -3.11 -2.11
H 4.78 -2.47 2.18
H -1.25 -5.18 4.34
H -3.24 3.61 -0.92
H 0.82 -3.80 -2.52
H -0.36 -7.18 -2.46
H 2.28 0.48 5.25
H -4.22 3.96 -4.37
H 2.94 5.65 -4.09
H -4.15 -0.90 0.85
H 0.68 -1.16 -1.75
H 2.54 6.06 -5.69
H -0.18 -5.25 1.53
H 2.37 -0.03 6.94
H 2.60 -3.61 6.02
H -5.40 -2.11 -6.53
H -6.64 -1.36 -0.54
H -4.08 -1.45 -7.51
H -3.75 -2.71 -6.26
H 3.28 4.61 4.33
H -0.65 -3.10 -3.22
H -1.28 4.13 2.83
H 6.71 -1.72 3.41
H 0.46 1.42 -0.37

(3)
Formula: C31H55As2N6O9PSV
Source: the Open Molecules 2025 dataset
Level of theory: ωB97M-V/def2-TZVPD

Values from the calculation:
**⟨S²⟩**: 2.025
**Largest force on an atom**: 0.021 hartree/bohr
**E_HOMO (alpha / beta)**: -0.539 / -0.539 Eh
**Multiplicity**: 3
**Net charge**: +3
**HOMO-LUMO gap (alpha / beta)**: 6.8 / 7.4 eV
**Lowest unoccupied orbital energy (alpha / beta)**: -7.9 / -7.3 eV

Atoms and positions in Å:
As 4.57 1.97 0.29
As 2.44 -0.15 -2.05
V -1.43 0.26 -0.02
S -2.20 1.65 1.78
P -0.76 -2.44 1.98
O 4.37 -2.28 -2.74
O 2.89 4.39 0.74
O -1.21 -1.25 1.13
O 0.99 3.96 -0.37
O 7.14 0.96 0.12
O 7.03 -0.83 -1.23
O -0.39 1.57 -1.09
O 0.63 2.59 -2.78
O 5.75 -0.78 -3.69
N -1.99 3.89 0.27
N -2.12 -3.19 2.50
N -3.00 4.08 2.31
N 0.12 -1.88 3.23
N -6.27 -0.15 -0.56
N 0.10 -3.47 1.06
C -1.93 -0.87 -2.50
C -2.40 3.34 1.40
C 2.78 2.37 -0.45
C -3.76 -2.08 -3.47
C -7.27 -0.27 0.54
C 5.51 3.45 -0.61
C -3.21 5.52 2.20
C 4.88 -1.18 -2.80
C -4.04 -0.96 -1.34
C -2.18 -4.63 2.76
C -2.71 -0.51 -1.40
C -2.45 -1.64 -3.54
C 6.54 0.26 -0.66
C 0.99 -0.70 3.16
C 2.14 -1.24 -0.44
C -4.54 -1.75 -2.37
C 6.21 -1.77 -4.64
C -4.91 -0.65 -0.15
C 2.39 5.66 1.22
C 1.30 -4.16 1.53
C 4.39 -0.11 -1.87
C 0.66 2.00 -1.64
C 2.12 3.65 -0.03
C 5.11 0.57 -0.99
C 0.28 -2.68 4.45
C -0.49 -4.01 -0.17
C 2.01 1.58 -1.21
C -3.08 -2.41 3.28
C -6.19 1.25 -1.08
C -0.64 2.98 -3.35
C 8.40 -1.15 -0.89
H 2.60 6.43 0.48
H 6.57 3.26 -0.49
H -6.92 0.32 1.39
H -4.09 -2.79 3.08
H 6.81 -2.51 -4.11
H 0.83 -0.08 4.04
H 1.33 -2.96 4.59
H 5.25 4.38 -0.12
H -1.38 -5.15 2.22
H -5.07 -1.54 0.47
H 9.06 -0.35 -1.21
H 0.26 -3.99 -0.97
H -0.89 -0.55 -2.58
H -3.13 -5.02 2.42
H -1.34 -3.39 -0.48
H -1.31 3.39 -0.28
H -5.55 -2.16 -2.32
H -2.08 -4.85 3.82
H 8.62 -2.07 -1.42
H -4.47 0.13 0.48
H -5.89 1.90 -0.26
H 1.32 5.60 1.39
H 2.67 -2.18 -0.62
H -6.59 -0.73 -1.33
H -5.46 1.28 -1.88
H -3.34 3.61 3.13
H 2.53 -0.76 0.45
H 2.04 -0.99 3.13
H -4.18 -2.69 -4.26
H 1.80 -3.57 2.29
H -1.29 2.12 -3.45
H -8.23 0.11 0.20
H -0.39 3.39 -4.32
H -7.37 -1.31 0.83
H 1.08 -1.47 -0.32
H 2.92 5.86 2.14
H 8.49 -1.30 0.18
H -0.31 -3.59 4.39
H -1.83 -1.89 -4.39
H -2.01 4.89 0.16
H -0.04 -2.10 5.32
H 6.80 -1.24 -5.36
H -3.04 -1.36 2.98
H 0.76 -0.11 2.28
H 5.24 3.50 -1.66
H -2.26 6.03 2.00
H -2.89 -2.48 4.35
H -3.93 5.76 1.42
H 5.36 -2.26 -5.11
H -1.09 3.75 -2.73
H -7.17 1.55 -1.46
H 1.99 -4.27 0.69
H -0.84 -5.04 -0.05
H 1.08 -5.15 1.92
H -3.59 5.89 3.15

(4)
Formula: C21H26BrN5O5S2Ti
Source: the Open Molecules 2025 dataset
Level of theory: ωB97M-V/def2-TZVPD

Values from the calculation:
**⟨S²⟩**: 2.011
**Largest force on an atom**: 0.047 hartree/bohr
**E_HOMO (alpha / beta)**: -0.195 / -0.292 Eh
**Multiplicity**: 3
**Net charge**: 0
**HOMO-LUMO gap (alpha / beta)**: 5.4 / 8.1 eV
**Relative energy (zero: lowest compared OMol25 entry of this formula, charge and spin)**: 0.9390 eV
**Lowest unoccupied orbital energy (alpha / beta)**: 0.1 / 0.2 eV

Atoms and positions in Å:
Br 6.53 0.47 0.17
Ti 0.76 0.50 0.09
S 1.83 0.33 -4.35
S 3.55 -2.64 -1.76
O -0.72 2.53 3.37
O -1.42 2.48 -0.14
O 1.44 4.58 -0.16
O 0.00 1.13 1.77
O 1.44 2.33 -0.05
N 2.57 0.19 1.17
N -1.21 -0.69 0.16
N 1.31 -1.45 -0.58
N -0.87 -1.51 1.28
N 0.67 0.71 -2.10
C -2.90 -1.05 2.56
C 0.82 3.39 -0.27
C -0.77 0.05 -5.40
C -0.60 3.48 -0.72
C 1.82 0.67 -2.67
C -2.80 -3.09 1.10
C -2.00 -2.14 2.00
C -2.59 0.35 -3.84
C 4.90 -1.17 1.84
C -1.36 -2.92 3.14
C -1.72 0.57 -2.80
C -0.35 0.51 -3.05
C 4.92 -0.10 0.97
C -1.71 2.70 1.24
C 3.74 0.56 0.66
C -0.71 2.10 2.23
C 3.68 -1.52 2.40
C -2.12 0.08 -5.14
C 2.55 -0.81 2.04
C 2.23 -1.99 -1.06
C 0.11 0.28 -4.34
H -2.29 -0.27 3.03
H -3.66 0.40 -3.66
H -0.40 -0.14 -6.40
H -2.07 0.84 -1.81
H 2.34 4.41 0.18
H -0.22 -2.21 0.94
H -1.82 3.76 1.45
H -2.12 -3.44 3.72
H -0.98 4.47 -0.49
H 1.58 -1.04 2.47
H -2.17 -3.89 0.71
H -3.53 -0.59 1.79
H -3.57 -1.47 3.31
H -3.63 -3.54 1.66
H -1.94 -0.04 0.46
H 5.80 -1.71 2.06
H -0.66 3.32 -1.80
H 3.73 1.40 -0.01
H 3.61 -2.34 3.09
H -0.81 -2.24 3.79
H -1.58 -1.25 -0.60
H -2.67 2.21 1.42
H -3.24 -2.56 0.25
H -2.83 -0.09 -5.94
H -0.66 -3.67 2.75
H 2.76 0.77 -2.14

(5)
Formula: C26H26N3O5
Source: the Open Molecules 2025 dataset
Level of theory: ωB97M-V/def2-TZVPD

Values from the calculation:
**Largest force on an atom**: 0.062 hartree/bohr
**E_HOMO**: -0.149 Eh
**Net charge**: -1
**HOMO-LUMO gap**: 5.4 eV
**Relative energy (zero: lowest compared OMol25 entry of this formula, charge and spin)**: 0.0000 eV
**Lowest unoccupied orbital energy**: 1.4 eV

Atoms and positions in Å:
O -1.50 3.44 -1.07
O -0.48 -0.14 1.71
O -1.95 1.41 2.36
O -2.33 3.31 1.01
O 0.27 -6.72 1.36
N -4.16 0.16 -2.70
N -3.95 -3.99 -3.54
N 4.96 3.70 -0.60
C -4.14 1.69 1.28
C -2.21 -2.21 -0.94
C -0.11 0.99 -0.87
C -3.66 -0.85 -2.38
C 5.24 4.90 0.17
C 3.70 3.08 -0.62
C -0.88 -3.34 0.78
C 1.45 2.89 -1.52
C 0.29 -8.05 0.80
C -1.13 1.42 0.09
C 6.01 3.41 -1.55
C -3.35 3.17 3.16
C -0.33 -5.69 0.70
C -3.52 -3.17 -2.83
C -3.07 -2.09 -2.01
C 1.22 1.75 -0.75
C -0.26 -4.43 1.34
C -1.66 2.76 -0.07
C 2.67 3.54 -1.47
C 3.42 1.97 0.21
C -1.59 -3.42 -0.45
C -2.94 2.38 1.92
C -1.61 -4.68 -1.10
C 2.19 1.32 0.15
C -1.16 0.83 1.40
C -1.01 -5.80 -0.53
H 5.76 2.52 -2.15
H -2.47 3.67 3.57
H -0.73 -8.45 0.66
H 6.17 4.75 0.74
H -0.82 -2.38 1.28
H -0.53 1.17 -1.87
H 0.81 -8.62 1.58
H -2.09 -4.80 -2.06
H 4.20 1.62 0.89
H -4.10 3.92 2.88
H 0.64 3.28 -2.15
H 6.17 4.27 -2.22
H 6.94 3.23 -1.01
H 4.42 5.13 0.85
H 0.86 -8.09 -0.14
H 0.06 -0.08 -0.72
H -3.88 1.16 0.37
H -2.02 -1.30 -0.36
H 0.28 -4.36 2.28
H -4.57 0.99 2.01
H 1.96 0.49 0.82
H -4.88 2.47 1.05
H -1.06 -6.78 -1.03
H 2.85 4.42 -2.09
H -3.77 2.50 3.91
H 5.42 5.76 -0.50